C2H5PSi in the gas phase at a distorted geometry, computed with the ωB97M-V functional and the def2-TZVPD basis.

Calculated values
E_tot	-19317.718	eV
net charge	0
gap between HOMO and LUMO	8.841	eV
relative energy (zero: lowest compared OMol25 entry of this formula, charge and spin)	8.76	kcal/mol
HOMO level	-8.79	eV
SMILES	[SiH3][C@@H]1C=P1
lowest unoccupied orbital energy	0.0	eV

Each line ends with the natural charge from an NBO analysis.
CARTESIAN COORDINATES (ANGSTROEM)
P (-1.956, 0.338, -0.373)  0.52
Si (1.147, 0.518, -0.336)  0.86
C (-0.310, -0.175, 0.719)  -0.80
C (-1.252, -1.090, 0.060)  -0.55
H (1.617, 1.567, 0.651)  -0.17
H (-1.502, -2.038, -0.071)  0.21
H (-0.629, -0.118, 1.778)  0.24
H (2.245, -0.352, -0.901)  -0.15
H (0.641, 1.349, -1.529)  -0.16



A molecular structure, C25H57B2ClINO14Si2 at a distorted geometry, computed with the ωB97M-V functional and the def2-TZVPD basis.

Calculated values
E_tot	-94743.575	eV
net charge	0
gap between HOMO and LUMO	8.706	eV
HOMO level	-8.47	eV
lowest unoccupied orbital energy	0.2	eV

Each line ends with the Löwdin charge.
CARTESIAN COORDINATES (ANGSTROEM)
I (3.884, 1.992, -0.008)  0.82
Cl (1.682, -0.226, -2.169)  0.35
Si (-1.924, 0.549, -1.017)  0.70
Si (0.847, 1.128, -0.809)  0.01
O (-1.462, -2.028, -2.275)  0.12
O (4.631, 4.771, -9.614)  0.09
O (3.720, -2.399, 3.314)  0.10
O (-4.168, 0.537, 0.741)  0.10
O (-0.636, 1.611, -1.315)  -0.37
O (-2.796, -6.037, 4.635)  0.00
O (-6.418, -3.462, 7.741)  0.01
O (-1.039, -2.007, 0.093)  0.00
O (2.768, -4.255, 3.989)  -0.01
O (3.900, 5.838, -11.383)  0.00
O (3.009, 4.939, -5.297)  0.01
O (2.331, 4.405, -3.285)  0.09
O (-5.958, -3.904, 5.646)  0.09
O (-1.865, -4.093, 4.233)  0.08
N (-2.211, 1.498, 1.900)  0.10
C (5.184, 7.077, -9.673)  0.02
C (-6.305, -1.534, 9.236)  -0.06
C (2.209, 2.644, -4.871)  0.02
C (3.242, -3.017, 4.225)  -0.53
C (0.865, -4.861, 5.381)  -0.07
C (1.964, 2.621, -0.762)  -0.81
C (2.300, 4.527, -7.600)  -0.06
C (4.538, 5.816, -10.200)  -0.52
C (-4.194, -7.635, 3.427)  -0.06
C (2.139, 4.580, 0.945)  -0.18
C (-2.841, -4.792, 4.127)  -0.52
C (0.084, -2.918, 0.070)  -0.23
C (1.114, -2.573, 1.119)  -0.06
C (3.584, 7.044, -12.084)  -0.23
C (-5.614, -3.370, 6.669)  -0.50
C (3.077, -2.403, 5.597)  0.01
C (2.310, -5.136, 5.019)  -0.23
C (4.742, 7.527, -12.933)  -0.06
C (1.296, 3.813, -0.043)  -0.34
C (3.447, 4.587, -6.617)  -0.23
C (-4.352, -2.541, 6.750)  0.03
C (2.539, 4.045, -4.415)  -0.51
C (-4.072, -4.335, 3.390)  0.01
C (-6.043, -3.014, 9.048)  -0.23
C (-3.950, -6.883, 4.718)  -0.23
B (-2.861, 0.906, 0.701)  -0.64
B (-1.397, -1.394, -1.080)  -0.76
H (-3.727, -7.588, 5.517)  0.12
H (1.561, -3.496, 1.457)  0.07
H (2.169, -1.801, 5.602)  0.10
H (4.138, 5.374, -6.906)  0.11
H (1.045, 4.524, -0.821)  0.10
H (5.048, 6.746, -13.628)  0.08
H (-4.404, -6.957, 2.600)  0.07
H (2.976, -5.099, 5.884)  0.11
H (1.148, 2.596, -5.114)  0.10
H (4.716, 7.997, -10.015)  0.07
H (2.670, 4.316, -8.597)  0.06
H (0.774, 0.528, 0.530)  0.03
H (0.683, -2.036, 1.953)  0.09
H (-3.932, -2.464, 7.749)  0.07
H (-3.312, -8.215, 3.155)  0.08
H (0.514, -5.582, 6.121)  0.09
H (-4.822, -6.310, 5.037)  0.11
H (-4.203, -3.273, 3.571)  0.09
H (2.789, 2.304, -5.725)  0.07
H (1.764, 5.478, -7.614)  0.09
H (-3.925, -4.495, 2.321)  0.10
H (-5.009, -3.283, 9.265)  0.11
H (3.033, -3.125, 6.408)  0.07
H (2.382, 3.991, 1.818)  0.05
H (2.741, 6.787, -12.724)  0.12
H (-6.069, -1.233, 10.256)  0.08
H (-2.065, 0.740, 2.565)  0.07
H (-7.353, -1.310, 9.037)  0.08
H (2.149, 2.934, -1.782)  -0.01
H (4.023, 3.662, -6.597)  0.12
H (-5.709, -0.929, 8.553)  0.07
H (-2.883, 2.142, 2.315)  0.06
H (1.577, 3.756, -7.330)  0.07
H (-4.568, -1.541, 6.374)  0.10
H (3.042, 4.952, 0.486)  0.06
H (-4.982, -4.823, 3.709)  0.05
H (5.120, 7.065, -8.588)  0.08
H (1.598, 5.449, 1.305)  0.07
H (-1.051, -2.908, -2.265)  0.11
H (2.403, -6.136, 4.599)  0.12
H (6.234, 7.079, -9.963)  0.10
H (-5.040, -8.314, 3.537)  0.08
H (-3.593, -2.995, 6.116)  0.07
H (-0.299, -3.911, 0.280)  0.12
H (3.228, 7.809, -11.393)  0.11
H (2.410, 1.960, -4.049)  0.05
H (0.235, -4.930, 4.503)  0.06
H (5.610, 7.778, -12.324)  0.07
H (3.930, -1.755, 5.781)  0.09
H (-2.902, 0.756, -2.115)  0.01
H (0.356, 3.526, 0.413)  0.09
H (4.454, 8.410, -13.502)  0.08
H (0.734, -3.859, 5.788)  0.07
H (1.918, -1.971, 0.718)  0.07
H (-4.503, 0.555, 1.653)  0.10
H (0.542, -2.926, -0.915)  0.10
H (-6.665, -3.587, 9.732)  0.12



15 unconnected molecules or ions with the total composition C25H70BN18O22 at a distorted geometry, computed with the ωB97M-V functional and the def2-TZVPD basis.

Calculated values
E_tot	-99612.654	eV
net charge	-1
gap between HOMO and LUMO	8.874	eV
HOMO level	-7.60	eV
lowest unoccupied orbital energy	1.3	eV

Each line ends with the Löwdin charge.
CARTESIAN COORDINATES (ANGSTROEM)
O (-2.424, 1.270, 3.083)  0.10
O (5.982, -0.719, 6.490)  0.06
O (4.688, 0.104, -7.607)  -0.07
O (0.759, 0.782, -2.794)  0.11
O (-7.535, 0.761, 10.035)  -0.05
O (1.540, -5.974, -8.227)  0.00
O (-6.396, 3.164, 2.407)  -0.06
O (-8.473, -2.490, -0.321)  0.04
O (-1.791, -0.718, -3.073)  0.08
O (-0.473, -0.898, 1.302)  0.25
O (1.771, 6.804, 2.976)  0.02
O (0.178, 0.663, -0.542)  0.21
O (0.016, -7.892, 9.221)  -0.02
O (-4.967, 7.777, 4.841)  0.01
O (-1.754, -0.664, -0.839)  0.24
O (2.197, 7.821, -3.926)  0.09
O (4.454, -5.758, 2.132)  -0.05
O (-2.398, -0.068, -11.312)  -0.01
O (-1.689, 1.031, 0.946)  0.20
O (6.279, 3.141, 2.607)  -0.03
O (-0.446, -1.070, 3.534)  0.09
O (-5.871, -6.851, -5.132)  0.00
N (-2.826, 7.513, 5.507)  0.17
N (2.689, 7.640, 1.125)  0.16
N (-3.391, 9.362, 4.783)  0.14
N (-7.155, -0.703, -0.210)  0.16
N (7.412, -2.208, 5.736)  0.15
N (5.238, -2.594, 5.729)  0.17
N (-0.241, -4.807, -7.615)  0.17
N (-0.093, -6.872, -7.012)  0.15
N (0.783, 6.652, 0.988)  0.17
N (-1.864, 0.473, -9.190)  0.15
N (3.385, 7.226, -5.642)  0.18
N (-8.605, -1.037, 1.335)  0.15
N (-0.628, -5.787, 8.633)  0.15
N (-6.795, -5.242, -6.370)  0.15
N (-7.700, -7.187, -6.510)  0.14
N (1.297, -6.061, 9.590)  0.15
N (1.514, 6.461, -5.440)  0.16
N (-3.752, -0.618, -9.541)  0.14
C (-2.685, -0.026, -10.101)  -0.72
C (0.444, -5.848, -7.667)  -0.80
C (6.194, -1.798, 6.059)  -0.83
C (5.037, -4.950, -0.006)  -0.07
C (-6.731, 2.493, 8.591)  -0.08
C (6.403, 4.010, 0.452)  -0.03
C (3.932, -5.104, 1.021)  -0.55
C (0.210, -6.650, 9.182)  -0.74
C (5.714, 2.964, 1.412)  -0.52
C (-6.373, 1.237, 9.362)  -0.48
C (-1.278, -0.348, -2.000)  -0.40
C (1.736, 7.038, 1.777)  -0.80
C (6.170, 1.081, -6.054)  -0.07
C (-6.716, -6.465, -5.969)  -0.74
C (5.972, 1.516, 0.967)  -0.07
C (-8.031, -1.539, 0.265)  -0.81
C (0.032, 0.403, -1.872)  -0.33
C (-0.762, -0.506, 2.471)  -0.39
C (-3.818, 8.182, 5.051)  -0.81
C (2.827, -5.896, 0.403)  -0.07
C (6.015, 0.007, -7.164)  -0.48
C (-5.769, 0.193, 8.403)  -0.06
C (2.389, 7.212, -4.893)  -0.93
C (6.278, -1.370, -6.564)  -0.06
C (-1.738, 0.697, 2.246)  -0.35
B (-0.910, -0.018, 0.206)  -0.81
H (-0.925, -4.633, -6.892)  0.12
H (4.122, 0.369, -6.879)  0.08
H (-5.889, -0.819, 8.791)  0.07
H (7.007, -1.273, -5.760)  0.07
H (-3.857, -0.554, -8.539)  0.10
H (4.642, -4.126, -0.600)  0.08
H (5.076, -5.870, -0.589)  0.08
H (-4.156, 9.850, 4.339)  0.12
H (-2.474, 9.565, 4.413)  0.12
H (0.303, -7.794, -7.116)  0.12
H (-5.604, 1.534, 10.075)  0.13
H (6.459, -2.102, -7.350)  0.08
H (-6.979, 0.200, 0.208)  0.11
H (5.508, 1.932, -6.215)  0.07
H (6.122, 2.306, 3.055)  0.09
H (2.607, 7.701, 0.120)  0.11
H (-0.224, -4.202, -8.423)  0.13
H (5.884, 0.734, -5.061)  0.08
H (4.267, 7.665, -5.418)  0.14
H (3.027, -6.958, 0.258)  0.08
H (2.517, -5.499, -0.564)  0.09
H (7.173, 1.493, -5.950)  0.07
H (-0.942, 0.760, -9.484)  0.12
H (3.570, 7.612, 1.617)  0.12
H (5.723, 0.643, 1.571)  0.07
H (5.883, 3.944, -0.504)  0.07
H (-1.509, -6.120, 8.270)  0.12
H (1.278, -5.052, 9.637)  0.11
H (4.637, 3.064, 1.548)  0.14
H (8.194, -1.594, 5.913)  0.11
H (-0.311, -4.835, 8.516)  0.11
H (1.780, 5.802, -6.158)  0.12
H (0.883, 6.832, -0.001)  0.11
H (-6.585, 4.099, 2.321)  0.03
H (2.051, -5.910, 1.168)  0.09
H (5.412, 1.394, 0.040)  0.07
H (-8.486, -6.813, -7.022)  0.10
H (5.375, -1.817, -6.146)  0.08
H (6.349, 5.005, 0.894)  0.07
H (5.275, -3.323, 5.031)  0.11
H (-6.703, 3.325, 9.295)  0.08
H (-6.847, -1.050, -1.107)  0.12
H (1.928, -6.551, 10.209)  0.12
H (-2.930, 6.510, 5.547)  0.13
H (3.192, 6.746, -6.509)  0.12
H (4.304, -2.240, 5.877)  0.12
H (6.946, 1.172, 0.622)  0.07
H (-4.709, 0.406, 8.268)  0.08
H (4.840, -6.556, 1.764)  0.09
H (-1.930, 7.980, 5.529)  0.12
H (-2.038, 0.398, -8.197)  0.11
H (7.462, 3.837, 0.263)  0.07
H (-4.452, -1.111, -10.078)  0.11
H (-0.031, 6.163, 1.331)  0.12
H (0.619, 6.529, -4.975)  0.13
H (6.561, 0.268, -8.070)  0.13
H (-7.747, 2.544, 8.201)  0.08
H (-7.699, -8.185, -6.358)  0.11
H (-6.150, -4.529, -6.060)  0.13
H (-8.256, -0.157, 1.684)  0.10
H (-1.036, -6.672, -6.709)  0.10
H (-7.536, -5.074, -7.036)  0.11
H (-6.231, 0.215, 7.416)  0.08
H (-8.277, 1.111, 9.535)  0.07
H (5.964, -4.651, 0.485)  0.08
H (-9.503, -1.456, 1.530)  0.12
H (-5.590, 3.128, 2.921)  0.03
H (3.700, -4.089, 1.343)  0.14
H (7.634, -2.993, 5.140)  0.10
H (-6.125, 2.827, 7.749)  0.08



C5H9NOS2 in the gas phase at a distorted geometry, computed with the ωB97M-V functional and the def2-TZVPD basis.

Calculated values
E_tot	-30535.777	eV
net charge	0
gap between HOMO and LUMO	8.975	eV
relative energy (zero: lowest compared OMol25 entry of this formula, charge and spin)	48.37	kcal/mol
HOMO level	-9.10	eV
SMILES	CC1(C)SCS[C@H]1N=O
lowest unoccupied orbital energy	-0.1	eV

Each line ends with the natural charge from an NBO analysis.
CARTESIAN COORDINATES (ANGSTROEM)
S (0.395, -1.630, 0.792)  0.22
S (-1.973, -0.747, -0.758)  0.27
O (-2.165, 2.143, 0.437)  -0.30
N (-1.560, 1.136, 0.755)  0.11
C (1.322, -0.122, -1.308)  -0.59
C (-0.783, 0.562, -0.303)  -0.27
C (1.260, 0.961, 0.973)  -0.65
C (0.586, 0.067, 0.055)  -0.15
C (-1.348, -1.992, 0.448)  -0.69
H (1.205, 0.837, -1.782)  0.20
H (1.454, 2.013, 0.678)  0.23
H (0.798, 1.098, 1.963)  0.24
H (-0.836, 1.167, -1.348)  0.24
H (2.323, -0.334, -1.154)  0.22
H (-2.001, -1.886, 1.315)  0.23
H (0.726, -0.862, -1.775)  0.23
H (2.227, 0.557, 1.127)  0.22
H (-1.629, -2.968, -0.114)  0.25



3 unconnected molecules or ions with the total composition C23H38N3O4 at a distorted geometry, computed with the ωB97M-V functional and the def2-TZVPD basis.

Calculated values
E_tot	-37122.037	eV
net charge	+1
gap between HOMO and LUMO	8.115	eV
relative energy (zero: lowest compared OMol25 entry of this formula, charge and spin)	0.00	kcal/mol
HOMO level	-11.91	eV
lowest unoccupied orbital energy	-3.8	eV

Each line ends with the natural charge from an NBO analysis.
CARTESIAN COORDINATES (ANGSTROEM)
O (0.231, -2.772, 1.507)  -0.70
O (2.826, -1.988, 3.150)  -0.75
O (3.478, -1.104, -0.082)  -0.74
O (-1.176, -1.468, 2.616)  -0.49
N (-1.218, 0.738, -1.812)  -0.25
N (-3.471, -0.561, -3.314)  -0.42
N (-1.687, 5.239, -0.184)  -0.81
C (-0.034, 0.734, -1.179)  0.09
C (-2.553, 3.354, -1.607)  -0.43
C (-1.547, 4.497, -1.442)  -0.21
C (-5.788, 0.064, -3.520)  -0.23
C (-3.521, -0.011, -2.100)  0.13
C (-0.593, -1.713, 1.620)  0.77
C (-2.422, 2.659, -2.962)  -0.42
C (-1.339, 1.574, -3.030)  -0.22
C (0.195, -0.042, -0.064)  -0.21
C (-4.636, 0.561, -1.520)  -0.24
C (-5.813, 0.605, -2.247)  -0.15
C (3.910, -2.591, 5.245)  -0.63
C (-0.811, -0.847, 0.423)  -0.05
C (5.233, 0.525, -0.484)  -0.63
C (-2.801, -3.240, -0.065)  -0.61
C (-2.066, -0.849, -0.221)  0.12
C (3.842, -0.214, 4.433)  -0.63
C (-4.621, -0.507, -3.990)  0.05
C (-2.229, -0.030, -1.347)  0.21
C (-3.153, -1.763, 0.277)  -0.47
C (3.917, -1.680, 4.030)  0.10
C (5.744, -1.769, 0.405)  -0.63
C (4.745, -0.623, 0.384)  0.09
H (4.823, -1.855, 3.450)  0.18
H (-2.513, 2.664, -0.768)  0.19
H (-2.652, 5.530, -0.089)  0.35
H (-4.620, -0.950, -4.974)  0.21
H (3.850, 0.429, 3.552)  0.21
H (-3.517, -3.671, -0.756)  0.23
H (-3.369, 2.204, -3.235)  0.22
H (-2.198, 3.375, -3.746)  0.24
H (1.117, -2.483, 1.784)  0.53
H (-1.696, 5.204, -2.252)  0.20
H (2.008, -1.847, 3.642)  0.46
H (1.161, -0.053, 0.419)  0.28
H (-2.772, -3.863, 0.821)  0.23
H (-6.703, 1.040, -1.826)  0.24
H (-0.530, 4.119, -1.530)  0.17
H (5.365, 0.194, -1.518)  0.20
H (3.616, -1.430, -0.979)  0.46
H (0.749, 1.357, -1.570)  0.24
H (-3.543, 3.807, -1.586)  0.22
H (-0.382, 2.058, -3.171)  0.22
H (4.506, 1.339, -0.492)  0.21
H (5.888, -2.169, -0.602)  0.20
H (6.712, -1.445, 0.788)  0.22
H (2.914, -0.016, 4.976)  0.20
H (-4.583, 0.963, -0.522)  0.24
H (-1.488, 4.608, 0.583)  0.35
H (-3.199, -1.687, 1.352)  0.25
H (6.184, 0.916, -0.124)  0.22
H (4.680, 0.063, 5.072)  0.22
H (5.376, -2.583, 1.030)  0.22
H (4.580, -0.268, 1.401)  0.18
H (-1.509, 0.907, -3.866)  0.25
H (-4.113, -1.528, -0.152)  0.23
H (4.755, -2.378, 5.899)  0.22
H (-6.661, 0.081, -4.148)  0.24
H (2.988, -2.460, 5.817)  0.20
H (3.961, -3.637, 4.941)  0.22
H (-1.828, -3.316, -0.542)  0.21



Question: Which value of HOMO level does entry 2 give?
Answer: -8.47 eV



Question: What is the formula in the third record?
Answer: C25H70BN18O22



Question: net charge of number 3 (C25H70BN18O22)?
Answer: -1